The following is a DFT calculation (ωB97M-V/def2-TZVPD) of a molecular structure, C31H30BeN4OS in a non-equilibrium geometry.

Structure (ORCA input):
```
! wB97M-V def2-TZVPD RIJCOSX def2/J DEFGRID3
* xyz 2 1
C -17.147 -7.814 9.605
H -7.673 -11.959 3.072
C -13.362 -11.268 11.330
H -6.072 -10.243 4.114
C -12.410 -11.967 10.619
C -13.939 -10.125 10.799
C -13.471 -9.406 1.578
C -17.511 -7.917 7.203
C -8.033 -11.150 3.736
C -12.258 -5.351 11.136
N -13.119 -6.723 9.398
C -13.154 -9.865 2.829
C -14.848 -8.407 6.709
H -13.657 -11.600 12.327
H -10.929 -3.815 10.508
H -10.412 -7.972 3.483
H -15.970 -9.764 11.105
C -13.945 -7.174 11.604
N -15.269 -8.233 7.973
C -15.829 -8.390 5.641
C -17.157 -8.236 5.917
C -11.991 -9.293 3.471
C -9.375 -11.044 3.978
H -15.472 -8.661 4.665
H -10.078 -11.751 3.578
H -13.644 -10.687 3.389
C -11.557 -4.596 10.181
H -11.383 -12.081 8.755
C -11.579 -5.009 8.853
C -12.534 -10.290 8.914
C -15.027 -9.327 11.414
C -12.681 -8.449 0.979
H -17.506 -8.763 9.926
H -18.032 -7.123 9.581
C -16.281 -7.224 10.661
H -13.017 -8.081 -0.007
N -14.964 -7.957 10.835
C -7.595 -9.230 5.170
O -11.822 -8.906 6.144
H -13.416 -7.880 12.254
H -15.023 -9.277 12.493
C -16.572 -8.018 8.214
H -14.301 -9.733 0.969
H -14.426 -6.481 12.317
C -8.961 -9.243 5.486
H -12.447 -6.438 7.481
C -12.079 -11.497 9.329
H -16.755 -7.129 11.638
C -11.635 -7.848 1.599
H -9.406 -8.503 6.173
C -9.815 -10.137 4.889
H -11.866 -12.832 11.045
C -12.379 -6.105 8.517
H -17.821 -8.262 5.084
C -11.243 -8.269 2.874
H -6.917 -8.518 5.564
H -12.283 -5.017 12.121
H -10.988 -4.502 8.097
C -13.022 -6.405 10.707
C -7.138 -10.208 4.274
H -13.812 -8.622 6.526
Be -14.183 -8.100 9.254
H -15.987 -6.186 10.365
H -12.252 -9.823 7.997
S -11.623 -9.960 5.096
H -18.509 -7.725 7.490
N -13.411 -9.606 9.661
H -11.082 -7.064 1.098
*
```

Output
- Total energy: -1906.1258 hartree